A structure of composition C43H46AuBClF3N4O4S. Source: OMol25; level of theory: ωB97M-V with the def2-TZVPD basis set.

2S+1   3
<S²>   2.04
Gap between HOMO and LUMO (alpha / beta)   5.47 / 6.42 eV
M   1015.2 g mol⁻¹
E   -95368.659 eV
Lowest unoccupied orbital energy (alpha / beta)   -0.0229 / -0.0534 hartree
F_max   0.0317 Eh/bohr

Element x y z (Å)
Au1 -0.448 -0.188 -2.310
Cl1 -3.681 5.507 1.465
C1 -2.796 4.059 1.053
C2 -2.241 3.260 2.050
C3 -1.484 2.167 1.660
C4 -1.321 1.815 0.344
O1 -0.492 0.718 0.024
C5 -1.945 2.572 -0.677
C6 -1.962 2.412 -2.082
N1 -1.353 1.533 -2.910
C7 -1.343 1.650 -4.288
C8 -1.716 2.791 -4.989
C9 -1.691 2.816 -6.398
C10 -1.283 1.744 -7.149
C11 -0.846 0.578 -6.496
C12 -0.361 -0.574 -7.123
C13 0.084 -1.660 -6.428
C14 0.053 -1.593 -5.010
N2 -0.423 -0.528 -4.413
C15 -0.850 0.556 -5.078
C16 -2.698 3.696 -0.258
H1 -2.350 3.532 3.109
H2 -1.031 1.579 2.444
H3 -2.561 3.154 -2.597
H4 -2.058 3.682 -4.480
H5 -1.972 3.721 -6.907
H6 -1.203 1.820 -8.234
H7 -0.310 -0.586 -8.203
H8 0.478 -2.530 -6.933
H9 0.402 -2.377 -4.341
H10 -3.199 4.294 -1.000
F1 2.850 -1.138 -4.143
C17 2.959 -0.515 -2.957
F2 2.344 0.668 -3.007
F3 4.248 -0.326 -2.688
S1 2.247 -1.587 -1.623
O2 2.264 -0.749 -0.448
O3 3.008 -2.777 -1.657
O4 0.824 -1.838 -2.087
C18 3.739 -1.785 4.049
C19 3.375 -1.569 2.563
C20 4.259 -2.494 1.719
C21 3.503 -0.122 2.138
C22 4.795 0.382 1.980
C23 5.045 1.646 1.465
C24 3.968 2.465 1.167
C25 2.652 2.040 1.385
C26 1.538 2.993 1.054
C27 1.627 4.289 1.848
C28 1.487 3.286 -0.451
C29 2.419 0.737 1.866
N3 1.072 0.242 2.042
B1 -0.058 -0.041 1.164
N4 -0.894 -1.009 1.867
C30 -0.382 -1.097 3.181
C31 0.762 -0.390 3.248
C32 -1.939 -1.887 1.386
C33 -3.261 -1.409 1.312
C34 -4.271 -2.182 0.741
C35 -4.005 -3.435 0.248
C36 -2.749 -3.962 0.491
C37 -1.699 -3.244 1.059
C38 -0.448 -4.106 1.349
C39 -0.274 -4.399 2.837
C40 0.827 -3.609 0.689
C41 -3.618 -0.062 1.932
C42 -4.540 0.797 1.057
C43 -4.258 -0.293 3.308
H11 3.554 -2.841 4.319
H12 3.239 -1.154 4.758
H13 4.791 -1.555 4.191
H14 2.336 -1.843 2.425
H15 5.331 -2.297 1.915
H16 4.063 -2.411 0.656
H17 4.114 -3.529 2.006
H18 5.645 -0.246 2.259
H19 6.057 2.008 1.314
H20 4.161 3.471 0.824
H21 0.636 2.511 1.377
H22 2.549 4.830 1.674
H23 1.568 4.141 2.933
H24 0.819 4.951 1.561
H25 2.425 3.752 -0.758
H26 0.657 3.940 -0.739
H27 1.375 2.341 -0.994
H28 -0.831 -1.725 3.918
H29 1.454 -0.271 4.095
H30 -5.274 -1.767 0.675
H31 -4.766 -4.046 -0.239
H32 -2.560 -4.981 0.191
H33 -0.687 -5.042 0.850
H34 0.116 -3.543 3.386
H35 0.473 -5.184 2.965
H36 -1.192 -4.698 3.349
H37 0.985 -2.550 0.885
H38 0.778 -3.768 -0.398
H39 1.685 -4.136 1.082
H40 -2.694 0.462 2.080
H41 -5.512 0.346 0.945
H42 -4.116 0.978 0.069
H43 -4.746 1.760 1.544
H44 -5.241 -0.753 3.226
H45 -4.389 0.646 3.836
H46 -3.614 -0.944 3.891

***

The molecule C4H7NO. Source: OMol25; level of theory: ωB97M-V with the def2-TZVPD basis set.

Gap between HOMO and LUMO   9.40 eV
M   85.1 g mol⁻¹
E   -7794.667 eV
Lowest unoccupied orbital energy   0.0280 hartree
Energy relative to the best compared isomer or geometry (same formula, charge and spin)   114.8 kcal/mol
F_max   0.0088 Eh/bohr

Element x y z (Å)
C1 -1.862 -0.392 0.454
C2 -0.378 -0.618 0.306
C3 0.635 0.366 -0.787
N1 0.441 0.297 0.795
C4 1.996 0.720 -0.054
O1 2.977 0.022 -0.185
H1 -2.083 -0.758 1.467
H2 -2.495 -0.943 -0.245
H3 -2.089 0.678 0.444
H4 -0.074 -1.660 0.099
H5 0.935 -0.500 -1.387
H6 0.008 1.077 -1.325
H7 1.989 1.712 0.418

***

A structure of composition C26H35N4O5SW. Source: OMol25; level of theory: ωB97M-V with the def2-TZVPD basis set.

Net charge   +3
Gap between HOMO and LUMO   4.60 eV
M   699.5 g mol⁻¹
E   -56362.202 eV
Lowest unoccupied orbital energy   -0.4498 hartree
Energy relative to the best compared isomer or geometry (same formula, charge and spin)   59.1 kcal/mol
F_max   0.0601 Eh/bohr

Element x y z (Å)
W1 -1.457 0.566 -0.120
O1 -0.047 0.071 -2.217
C1 0.107 1.019 -3.309
C2 0.935 2.236 -2.879
N1 0.349 2.896 -1.718
C3 -0.849 3.699 -1.940
C4 -1.706 2.800 -1.100
O2 -1.799 2.895 0.150
O3 -2.130 1.665 -1.587
C5 1.173 3.272 -0.584
C6 0.729 2.461 0.637
O4 0.801 2.759 1.790
O5 0.176 1.292 0.262
H1 0.770 -0.457 -2.178
H2 -0.909 1.293 -3.609
H3 0.598 0.526 -4.151
H4 1.023 2.933 -3.720
H5 1.942 1.904 -2.619
H6 -1.139 3.720 -2.992
H7 -0.775 4.711 -1.536
H8 1.119 4.341 -0.353
H9 2.224 3.039 -0.777
C7 5.780 -1.678 0.002
C8 4.615 -0.691 0.126
C9 5.073 0.488 0.993
C10 4.260 -0.165 -1.277
C11 3.392 -1.345 0.748
C12 3.500 -2.495 1.554
C13 2.398 -3.235 1.931
C14 1.141 -2.811 1.512
S1 -0.377 -3.676 1.515
C15 -1.114 -2.376 0.689
N2 -0.331 -1.282 0.501
C16 0.989 -1.573 0.862
C17 2.119 -0.857 0.473
C18 -2.380 -2.377 -0.029
C19 -3.164 -3.520 -0.183
C20 -4.190 -3.515 -1.117
C21 -4.420 -2.381 -1.883
C22 -3.670 -1.223 -1.681
C23 -2.626 -1.144 -0.738
H10 6.556 -1.232 -0.612
H11 5.469 -2.607 -0.467
H12 6.221 -1.893 0.969
H13 5.926 0.965 0.519
H14 5.377 0.148 1.978
H15 4.280 1.222 1.116
H16 5.174 0.097 -1.801
H17 3.646 0.734 -1.219
H18 3.737 -0.923 -1.860
H19 4.476 -2.843 1.850
H20 2.511 -4.147 2.496
H21 1.987 0.049 -0.102
H22 -2.943 -4.410 0.387
H23 -4.790 -4.398 -1.269
H24 -5.170 -2.400 -2.658
H25 -3.881 -0.359 -2.309
N3 -3.864 1.179 0.588
C24 -4.585 0.338 1.590
C25 -3.957 0.477 2.973
C26 -2.560 -0.123 3.104
N4 -1.539 0.708 2.386
H26 -3.902 2.140 0.957
H27 -4.452 1.206 -0.256
H28 -4.563 -0.702 1.251
H29 -5.632 0.650 1.663
H30 -4.619 -0.011 3.690
H31 -3.914 1.533 3.254
H32 -2.532 -1.140 2.694
H33 -2.311 -0.176 4.168
H34 -0.608 0.454 2.750
H35 -1.662 1.678 2.722

***

A cluster of 4 separate species, C19H23I2O15P in total. Source: OMol25; level of theory: ωB97M-V with the def2-TZVPD basis set.

SMILES string   O=C1C(COO)=C(I)C(=O)C(P(O)O)=C1CCCI.O=C1OCCO1.O=C1OCCO1.O=C1OCCO1
Gap between HOMO and LUMO   6.84 eV
M   776.2 g mol⁻¹
E   -76268.057 eV
Lowest unoccupied orbital energy   -0.0748 hartree
F_max   0.1639 Eh/bohr

Element x y z (Å)
O1 1.454 3.397 -0.357
C1 1.232 2.225 0.300
C2 2.493 1.174 0.344
C3 3.866 1.570 -0.507
O2 3.622 1.151 -1.913
O3 3.309 -0.141 -1.911
C4 2.360 -0.062 1.165
I1 4.002 -1.563 1.297
C5 0.926 -0.329 1.970
O4 0.913 -1.433 2.756
C6 -0.372 0.713 1.846
P1 -1.996 0.311 2.766
O5 -1.790 -0.871 4.028
O6 -3.029 -0.460 1.549
C7 -0.238 1.956 1.040
C8 -1.373 3.121 0.836
C9 -2.803 2.602 0.225
C10 -2.692 1.693 -1.135
I2 -4.752 0.917 -1.501
H1 3.979 2.758 -0.537
H2 4.835 1.102 -0.043
H3 2.413 -0.198 -2.357
H4 -1.717 -1.764 3.537
H5 -2.480 -1.220 1.144
H6 -1.600 3.581 1.911
H7 -1.024 4.031 0.167
H8 -3.407 3.584 -0.083
H9 -3.500 2.069 1.033
H10 -1.893 0.832 -1.090
H11 -2.496 2.446 -2.040
O7 5.036 2.224 1.994
C11 4.319 2.625 2.895
O8 3.571 1.819 3.704
C12 3.070 2.634 4.747
C13 3.092 4.005 4.153
O9 4.158 3.940 3.225
H12 2.063 2.320 5.034
H13 3.732 2.544 5.615
H14 2.168 4.241 3.613
H15 3.275 4.780 4.901
O10 -5.165 -2.109 -2.863
C14 -5.611 -2.765 -1.936
O11 -6.892 -2.675 -1.473
C15 -7.075 -3.742 -0.561
C16 -5.684 -4.054 -0.113
O12 -4.894 -3.685 -1.227
H16 -7.721 -3.437 0.268
H17 -7.544 -4.580 -1.087
H18 -5.379 -3.455 0.751
H19 -5.551 -5.113 0.123
O13 0.839 -1.339 -3.739
C17 1.761 -2.031 -4.137
O14 2.769 -2.503 -3.347
C18 3.498 -3.435 -4.123
C19 3.205 -3.016 -5.527
O15 1.919 -2.434 -5.432
H20 4.564 -3.385 -3.887
H21 3.131 -4.443 -3.902
H22 3.909 -2.261 -5.894
H23 3.198 -3.862 -6.221

***

A cluster of 2 separate species, C9H14 in total. Source: OMol25; level of theory: ωB97M-V with the def2-TZVPD basis set.

2S+1   2
<S²>   0.76
Net charge   -1
Gap between HOMO and LUMO (alpha / beta)   3.26 / 7.39 eV
M   122.2 g mol⁻¹
E   -9558.305 eV
Lowest unoccupied orbital energy (alpha / beta)   0.1463 / 0.1435 hartree
Energy relative to the best compared isomer or geometry (same formula, charge and spin)   11.4 kcal/mol
F_max   0.0427 Eh/bohr

Element x y z (Å)
C1 2.299 -0.522 0.388
C2 2.416 -1.997 0.855
H1 1.309 -0.168 0.143
H2 2.809 0.198 1.028
H3 2.850 -0.407 -0.589
H4 2.504 -2.045 1.953
H5 3.261 -2.534 0.398
H6 1.553 -2.545 0.496
C3 -2.198 -0.564 -1.860
C4 -1.909 0.114 0.503
C5 -1.506 0.257 -0.820
C6 -1.278 0.763 1.599
C7 -0.432 1.821 1.152
C8 -0.639 1.281 -1.238
C9 -0.067 2.041 -0.151
H7 -2.539 -0.782 0.634
H8 -1.727 0.651 2.593
H9 -2.759 0.118 -2.523
H10 -2.880 -1.342 -1.402
H11 0.019 2.461 1.924
H12 -0.230 1.512 -2.212
H13 0.610 2.849 -0.413
H14 -1.466 -1.161 -2.456